Here is 11 unconnected molecules or ions with the total composition C52H137N11O15 from the Open Molecules 2025 dataset. Energies are from wB97M-V/def2-TZVPD.

## Properties
* ΔE to the lowest compared entry with this formula, charge and spin: 172.0 kcal per mole
* HOMO energy: -8.282 eV
* frontier orbital gap: 8.52 eV
* net charge: 0

Geometry as XYZ:
```
215
C52H137N11O15 | the Open Molecules 2025 dataset | wB97M-V/def2-TZVPD
C -4.81 3.86 -2.32
O -4.45 3.50 -3.63
C -5.06 4.27 -4.73
C -4.95 3.56 -6.08
C -3.50 3.40 -6.56
N -5.65 4.17 -7.23
H -4.37 3.25 -1.54
H -5.90 3.76 -2.30
H -4.46 4.89 -2.25
H -6.06 4.67 -4.54
H -4.58 5.25 -4.83
H -5.36 2.55 -6.06
H -2.96 2.84 -5.80
H -3.03 4.35 -6.81
H -3.49 2.94 -7.54
H -5.46 5.14 -7.45
H -6.66 4.10 -7.20
C -0.41 10.18 -3.49
O 1.01 10.01 -3.36
C 1.88 10.55 -4.42
C 2.10 9.73 -5.70
C 2.73 10.46 -6.89
N 0.83 9.06 -6.08
H -0.70 11.16 -3.86
H -0.93 9.92 -2.57
H -0.71 9.35 -4.13
H 1.44 11.51 -4.70
H 2.85 10.75 -3.98
H 2.79 8.92 -5.46
H 3.67 10.98 -6.66
H 1.94 11.10 -7.29
H 2.92 9.77 -7.70
H 1.02 8.44 -6.85
H 0.51 8.60 -5.24
C -10.25 -2.33 -2.63
O -10.38 -3.62 -1.99
C -11.02 -4.62 -2.81
C -10.06 -5.21 -3.88
C -10.74 -6.14 -4.83
N -8.86 -5.90 -3.32
H -9.63 -1.67 -2.02
H -11.28 -1.97 -2.64
H -9.70 -2.30 -3.57
H -11.23 -5.41 -2.09
H -11.89 -4.22 -3.33
H -9.68 -4.43 -4.53
H -11.42 -6.83 -4.32
H -10.13 -6.72 -5.52
H -11.41 -5.57 -5.47
H -8.06 -5.61 -3.86
H -8.71 -5.42 -2.44
C 0.56 9.06 4.39
O 0.94 7.74 4.32
C 2.24 7.48 3.75
C 2.89 6.15 4.24
C 4.23 5.93 3.50
N 2.00 5.03 4.05
H -0.16 9.30 5.17
H 0.12 9.42 3.46
H 1.44 9.64 4.69
H 2.10 7.44 2.67
H 2.93 8.31 3.92
H 3.19 6.35 5.26
H 4.99 5.30 3.98
H 4.77 6.88 3.51
H 4.11 5.57 2.48
H 2.12 4.52 3.19
H 1.04 5.33 3.94
C 1.00 -4.74 -10.56
O 0.00 -5.43 -9.82
C 0.38 -5.78 -8.51
C -0.71 -6.56 -7.85
C -0.41 -6.88 -6.43
N -0.93 -7.85 -8.51
H 1.93 -5.31 -10.68
H 1.17 -3.78 -10.08
H 0.68 -4.61 -11.59
H 1.21 -6.48 -8.56
H 0.73 -4.91 -7.96
H -1.65 -6.03 -7.91
H 0.29 -7.72 -6.42
H -1.33 -7.15 -5.91
H -0.10 -5.98 -5.90
H -1.02 -7.49 -9.45
H -0.06 -8.36 -8.51
C 5.62 0.06 5.85
O 6.67 -0.38 4.92
C 6.49 -1.71 4.49
C 7.10 -1.72 3.03
C 6.33 -0.86 1.98
N 7.25 -3.06 2.42
H 5.55 -0.63 6.69
H 4.59 0.02 5.50
H 5.75 1.08 6.22
H 7.01 -2.40 5.15
H 5.42 -1.90 4.45
H 8.12 -1.34 3.13
H 5.26 -1.07 1.95
H 6.79 -0.95 1.00
H 6.45 0.16 2.34
H 7.39 -2.99 1.42
H 6.30 -3.39 2.47
C -2.90 2.62 5.91
O -2.72 3.97 6.14
C -3.11 4.38 7.39
C -2.13 3.92 8.52
C -2.69 4.43 9.81
N -0.77 4.35 8.29
H -2.61 1.85 6.61
H -2.31 2.42 5.02
H -3.97 2.52 5.72
H -3.29 5.45 7.35
H -4.06 3.88 7.59
H -2.28 2.84 8.50
H -2.77 5.51 9.94
H -1.91 4.35 10.57
H -3.55 3.86 10.15
H -0.71 4.08 7.32
H -0.73 5.36 8.19
C 4.04 -7.72 2.13
O 4.61 -6.76 1.22
C 4.36 -7.03 -0.18
C 4.74 -8.45 -0.66
N 6.22 -8.67 -0.73
C 6.59 -10.00 -1.15
C 7.97 -10.06 -1.80
O 8.94 -10.36 -0.86
C 10.25 -10.50 -1.34
H 4.15 -7.31 3.13
H 4.60 -8.66 2.12
H 2.96 -7.86 2.04
H 4.77 -6.24 -0.82
H 3.29 -6.84 -0.28
H 4.40 -8.60 -1.69
H 4.15 -9.25 -0.22
H 6.54 -8.50 0.22
H 5.87 -10.20 -1.95
H 6.38 -10.74 -0.38
H 8.22 -9.09 -2.24
H 7.83 -10.88 -2.51
H 10.54 -11.26 -2.07
H 10.83 -10.76 -0.45
H 10.62 -9.58 -1.79
C -9.35 -7.80 5.81
O -9.29 -7.11 4.56
C -9.90 -5.75 4.56
C -11.43 -5.79 4.58
N -12.13 -5.76 5.91
C -11.78 -4.68 6.87
C -12.47 -4.96 8.23
O -12.14 -3.88 9.05
C -12.94 -3.72 10.22
H -9.05 -8.83 5.60
H -10.31 -7.89 6.32
H -8.55 -7.37 6.41
H -9.55 -5.23 3.66
H -9.42 -5.08 5.28
H -11.63 -6.71 4.03
H -11.93 -5.03 3.98
H -12.99 -6.29 6.01
H -12.17 -3.70 6.61
H -10.75 -4.66 7.21
H -12.24 -5.93 8.67
H -13.53 -4.96 7.98
H -12.61 -4.44 10.97
H -13.98 -3.87 9.95
H -12.91 -2.68 10.55
C 13.20 7.67 3.02
O 13.35 7.29 1.67
C 13.15 5.88 1.35
C 13.22 5.79 -0.20
N 13.11 4.44 -0.81
C 11.74 3.86 -0.69
C 10.57 4.46 -1.54
O 10.05 5.66 -0.99
C 8.93 6.22 -1.63
H 12.15 7.91 3.18
H 13.87 8.53 3.04
H 13.57 6.93 3.72
H 12.18 5.50 1.64
H 14.00 5.24 1.58
H 14.21 6.18 -0.45
H 12.55 6.56 -0.58
H 13.39 4.50 -1.77
H 11.33 3.81 0.32
H 11.85 2.80 -0.94
H 9.84 3.71 -1.85
H 10.95 4.70 -2.53
H 8.15 5.45 -1.57
H 9.25 6.47 -2.64
H 8.57 7.12 -1.13
C -2.91 -1.85 -3.41
O -3.31 -2.81 -2.46
C -3.45 -2.22 -1.19
C -2.19 -1.84 -0.35
N -1.53 -0.72 -1.04
C -0.19 -0.40 -0.64
C 0.23 0.82 -1.41
O -0.49 1.91 -0.86
C -0.55 3.09 -1.57
H -3.23 -2.31 -4.34
H -1.83 -1.73 -3.37
H -3.41 -0.88 -3.32
H -3.99 -2.92 -0.56
H -4.19 -1.42 -1.26
H -1.51 -2.69 -0.38
H -2.53 -1.74 0.68
H -2.14 0.05 -1.29
H 0.45 -1.21 -0.98
H -0.03 -0.38 0.44
H 0.00 0.69 -2.47
H 1.31 0.95 -1.37
H -0.82 2.85 -2.60
H 0.44 3.54 -1.49
H -1.19 3.86 -1.13
```

Here are the Löwdin charges for atoms 1 to 4, given in e: atom 1 (C): -0.114, atom 2 (O): -0.213, atom 3 (C): -0.171, atom 4 (C): -0.424

---

Here is 14 unconnected molecules or ions with the total composition C52H138N6O20 from the Open Molecules 2025 dataset. Energies are from wB97M-V/def2-TZVPD.

## Properties
* <S²>: 0.754
* HOMO energy (spin up / spin down): -9.545 / -9.545 eV
* frontier orbital gap (spin up / spin down): 7.10 / 2.16 eV
* 2S+1: 2
* net charge: +1

Geometry as XYZ:
```
216
C52H138N6O20 | the Open Molecules 2025 dataset | wB97M-V/def2-TZVPD
C 7.25 2.51 1.93
O 6.86 2.28 0.65
C 5.85 1.22 0.42
C 4.91 1.67 -0.70
N 5.69 1.63 -1.98
C 5.03 2.50 -2.94
C 5.50 3.96 -2.95
O 5.21 4.54 -1.66
C 5.49 5.90 -1.54
H 6.47 2.95 2.55
H 8.09 3.20 1.96
H 7.68 1.65 2.45
H 5.23 0.93 1.27
H 6.42 0.32 0.19
H 4.62 2.70 -0.50
H 4.18 0.88 -0.54
H 6.52 2.13 -1.69
H 3.94 2.51 -2.98
H 5.13 2.15 -3.97
H 5.11 4.53 -3.79
H 6.56 4.07 -3.16
H 4.83 6.63 -1.99
H 6.49 6.23 -1.82
H 5.38 5.94 -0.45
C -1.66 6.46 -3.57
O -1.80 5.30 -2.74
C -1.41 5.61 -1.33
C -1.07 4.35 -0.54
N -0.46 4.68 0.71
C 0.44 3.65 1.25
C 1.31 4.09 2.50
O 2.77 3.90 2.46
C 3.44 4.64 1.32
H -2.56 7.07 -3.58
H -1.47 6.09 -4.58
H -0.83 7.11 -3.29
H -2.32 5.94 -0.84
H -0.65 6.39 -1.24
H -0.37 3.77 -1.15
H -1.95 3.73 -0.35
H -1.04 5.06 1.44
H 1.07 3.32 0.42
H -0.16 2.83 1.66
H 0.90 3.72 3.43
H 1.23 5.15 2.75
H 2.84 4.48 0.42
H 4.49 4.37 1.20
H 3.26 5.72 1.31
C -10.73 -1.08 -4.15
O -9.47 -1.23 -4.71
C -9.31 -0.55 -6.00
C -7.86 -0.79 -6.63
N -6.75 -0.40 -5.80
C -6.69 1.08 -5.74
C -5.50 1.41 -4.81
O -5.62 2.70 -4.58
C -4.51 3.43 -4.20
H -10.76 -0.05 -3.80
H -10.75 -1.87 -3.40
H -11.46 -1.31 -4.93
H -9.56 0.51 -5.97
H -9.99 -0.93 -6.76
H -7.93 -0.35 -7.63
H -7.96 -1.87 -6.72
H -6.77 -0.93 -4.94
H -7.57 1.44 -5.20
H -6.58 1.58 -6.70
H -4.66 1.26 -5.49
H -5.54 0.93 -3.84
H -4.78 4.47 -4.03
H -3.64 3.39 -4.85
H -4.16 3.07 -3.23
C -1.33 1.54 -4.54
O -0.27 0.77 -3.91
C 0.38 1.54 -2.90
C 1.25 0.63 -1.96
N 0.62 0.28 -0.67
C 1.25 -0.68 0.15
C 0.36 -1.00 1.49
O 0.79 -2.15 2.17
C 1.90 -1.88 2.99
H -1.12 2.53 -4.95
H -2.09 1.69 -3.78
H -1.79 1.12 -5.43
H -0.25 2.25 -2.36
H 1.17 2.02 -3.47
H 2.22 1.09 -1.78
H 1.46 -0.20 -2.64
H -0.34 0.07 -0.88
H 2.22 -0.28 0.46
H 1.50 -1.65 -0.27
H -0.64 -1.29 1.17
H 0.33 -0.08 2.08
H 2.74 -1.41 2.49
H 2.39 -2.75 3.43
H 1.72 -1.11 3.74
C 0.65 5.06 9.09
O 2.09 5.20 9.05
C 2.75 4.33 10.05
C 3.23 3.01 9.38
N 4.61 3.22 8.79
C 5.16 1.93 8.35
C 4.19 1.47 7.06
O 4.47 2.11 5.83
C 3.58 1.67 4.78
H 0.26 5.54 9.99
H 0.18 4.07 9.06
H 0.32 5.61 8.21
H 2.18 4.30 10.99
H 3.58 4.84 10.53
H 2.55 2.56 8.66
H 3.42 2.25 10.14
H 4.41 3.83 8.01
H 5.18 1.16 9.12
H 6.15 2.00 7.89
H 3.13 1.36 7.31
H 4.36 0.41 6.88
H 2.59 2.08 5.01
H 3.50 0.58 4.70
H 4.04 2.18 3.94
C -6.71 -10.68 -0.22
O -6.56 -9.23 -0.45
C -7.21 -8.38 0.53
C -6.86 -6.83 0.47
N -5.45 -6.84 0.72
C -4.63 -6.16 -0.21
C -3.12 -6.15 0.17
O -2.92 -5.14 1.09
C -2.83 -3.73 0.70
H -6.03 -11.17 -0.91
H -7.75 -10.97 -0.34
H -6.58 -10.93 0.83
H -7.00 -8.84 1.50
H -8.28 -8.51 0.42
H -7.47 -6.47 1.30
H -7.16 -6.33 -0.45
H -5.12 -7.78 0.91
H -5.01 -5.17 -0.46
H -4.89 -6.67 -1.14
H -2.35 -5.97 -0.57
H -2.81 -7.07 0.66
H -2.75 -3.11 1.59
H -3.73 -3.41 0.17
H -1.92 -3.62 0.12
C -0.72 1.09 5.22
C -1.63 2.30 5.51
O -1.34 3.28 4.57
H -1.08 0.62 4.31
H -0.79 0.35 6.02
H 0.31 1.41 5.11
H -1.53 2.74 6.50
H -2.68 2.02 5.44
H -1.04 4.09 5.00
C -1.15 -2.97 -4.06
C -1.70 -3.59 -5.31
O -2.95 -2.93 -5.61
H -1.14 -1.88 -4.09
H -0.12 -3.28 -3.88
H -1.72 -3.40 -3.23
H -1.90 -4.65 -5.21
H -0.98 -3.34 -6.09
H -2.75 -2.29 -6.30
C 5.66 -2.55 0.94
C 5.68 -4.03 1.02
O 4.44 -4.51 1.33
H 5.43 -2.09 1.90
H 5.30 -2.19 -0.02
H 6.65 -2.11 0.83
H 6.38 -4.48 1.72
H 6.09 -4.51 0.13
H 3.99 -4.99 0.63
C 0.41 -0.71 -7.10
C 1.43 -1.30 -8.07
O 0.91 -2.33 -8.79
H 0.30 -1.28 -6.17
H -0.63 -0.54 -7.38
H 0.76 0.31 -6.89
H 2.35 -1.60 -7.56
H 1.73 -0.48 -8.72
H 1.57 -2.64 -9.41
C -2.99 1.03 0.21
C -3.39 -0.16 -0.66
O -2.14 -0.84 -0.95
H -2.22 1.59 -0.32
H -2.40 0.68 1.07
H -3.87 1.53 0.59
H -3.94 0.13 -1.55
H -4.08 -0.77 -0.08
H -2.39 -1.76 -1.00
C 2.09 2.60 -7.04
C 2.75 3.94 -6.79
O 3.36 3.87 -5.57
H 1.66 2.68 -8.03
H 1.36 2.40 -6.25
H 2.83 1.80 -7.07
H 1.94 4.67 -6.80
H 3.55 4.15 -7.50
H 4.15 4.39 -5.71
C 1.27 -3.19 6.37
C 2.61 -3.66 6.97
O 2.73 -4.99 6.61
H 0.87 -2.21 6.62
H 0.47 -3.83 6.76
H 1.23 -3.33 5.29
H 2.47 -3.45 8.03
H 3.38 -2.95 6.68
H 3.21 -5.06 5.79
C 1.69 -6.04 2.93
C 2.95 -6.32 3.81
O 3.54 -5.07 3.96
H 1.15 -5.11 3.14
H 0.96 -6.82 3.10
H 2.03 -5.88 1.91
H 3.65 -6.98 3.30
H 2.49 -6.87 4.63
H 3.63 -4.75 3.06
```

Here are the Löwdin charges for atoms 1 to 4, given in e: atom 1 (C): -0.168, atom 2 (O): -0.187, atom 3 (C): -0.161, atom 4 (C): -0.185

---

Number 1: molecular weight 1156.730 g/mol. Number 2: molecular weight 1167.698 g/mol.